Entry 1:
# C4H14N2O

A 2-piece molecular cluster, C4H14N2O overall in a non-equilibrium geometry (ωB97M-V with the def2-TZVPD basis set, OMol25).

XYZ file:
```
21
Properties=species:S:1:pos:R:3:forces:R:3
C 2.59057 -1.66858 -1.12175 -1.6 -3.6 0.5
N 1.35104 -1.23001 -0.40676 1.7 -0.2 -1.5
C 1.57648 -0.89724 0.96963 -1.5 3.3 -1.1
C 0.54788 0.27933 1.36770 -1.8 -2.9 3.2
C -1.02751 0.10674 0.93351 1.4 -0.2 -0.2
N -1.24433 0.58336 -0.48712 -3.4 -2.0 3.9
H 2.37889 -2.77441 -1.44207 0.9 2.0 0.4
H 3.54239 -1.62855 -0.62252 0.1 -0.4 1.6
H 2.94892 -1.13446 -1.93920 -0.7 1.3 -2.1
H 1.02829 -0.39944 -0.84835 -0.2 0.5 -0.6
H 2.54876 -0.43189 1.09737 0.4 -0.1 0.4
H 1.48891 -1.78187 1.50618 -0.2 -1.3 1.6
H 0.56386 0.17620 2.53935 -0.1 0.8 -2.0
H 0.92214 1.22474 1.07644 0.4 1.0 -0.3
H -1.21841 -0.98580 1.12482 0.0 0.9 -1.0
H -1.86816 0.61101 1.43176 1.2 0.2 1.0
H -0.57387 1.17773 -0.73864 3.4 2.8 -1.4
H -1.24479 -0.22988 -0.98340 0.2 -2.2 -2.4
O -3.37395 2.50344 -0.81831 0.4 -3.0 -2.0
H -2.70829 1.75204 -0.64987 -0.4 1.4 0.6
H -3.68850 2.00212 -1.64285 -0.1 1.7 1.4
```
Forces are in eV/Å.

## Properties
- Energy above the lowest of the compared OMol25 structures with the same formula, charge and spin: 307.7 kJ/mol
- Calculated total energy: -9400.418 eV

Atom charges from the Mulliken analysis, given in e for atoms 1 to 8:
1. C -0.968
2. N -0.278
3. C -0.554
4. C -0.837
5. C -0.407
6. N -0.640
7. H 0.229
8. H 0.341


Entry 2:
# C4H14N2O

A 2-piece molecular cluster, C4H14N2O overall in a non-equilibrium geometry (ωB97M-V with the def2-TZVPD basis set, OMol25).

XYZ file:
```
21
Properties=species:S:1:pos:R:3:forces:R:3
C -2.78509 -1.14107 -0.36980 -1.0 0.6 0.8
C -2.25794 -0.72759 1.03717 0.8 -1.2 -0.6
N -1.22089 0.30641 1.02019 -0.7 0.9 -1.7
C -0.07103 -0.02530 0.12091 -0.5 0.6 1.7
C 0.94314 1.09095 0.30435 1.9 -0.4 -0.1
N 0.44170 2.39947 -0.05419 -1.3 0.9 0.3
H -3.86763 -1.32627 -0.34834 0.1 0.0 0.2
H -2.69407 -0.25390 -0.99973 0.3 -0.4 -0.5
H -2.36166 -2.06048 -0.76520 0.5 0.3 -0.3
H -3.10025 -0.44127 1.67720 0.4 0.0 0.0
H -1.70282 -1.57731 1.44799 -0.7 -0.2 0.4
H -1.66259 1.06082 0.48533 0.0 0.3 0.6
H 0.29044 -0.96231 0.54467 0.5 -0.1 -0.5
H -0.32094 -0.11179 -0.94172 -0.1 -0.2 0.1
H 1.81888 0.84336 -0.31673 -0.3 0.2 -0.2
H 1.37420 1.12593 1.30629 -0.3 -0.5 0.4
H -0.25762 2.64768 0.64979 -0.3 -0.4 -0.3
H 1.07064 3.17007 0.14339 0.8 -0.4 -0.4
O 5.28599 -1.57687 -1.86762 -0.4 -0.3 -0.3
H 6.17822 -1.68173 -1.53509 0.0 0.3 0.2
H 4.89935 -0.75882 -1.53889 0.4 -0.1 0.1
```
Forces are in eV/Å.

## Properties
- Energy above the lowest of the compared OMol25 structures with the same formula, charge and spin: 165.8 kJ/mol
- Calculated total energy: -9401.889 eV

Atom charges from the Mulliken analysis, given in e for atoms 1 to 8:
1. C -0.986
2. C -0.432
3. N -0.528
4. C -0.498
5. C -0.475
6. N -0.706
7. H 0.347
8. H 0.305


Entry 3:
# C4H14N2O

A 2-piece molecular cluster, C4H14N2O overall in a non-equilibrium geometry (ωB97M-V with the def2-TZVPD basis set, OMol25).

XYZ file:
```
21
Properties=species:S:1:pos:R:3:forces:R:3
N -0.87856 2.70430 -1.60596 0.1 0.5 0.4
C -1.55438 1.62867 -0.83201 0.9 0.4 -1.2
C -0.83723 1.31428 0.47144 -0.5 -0.8 0.9
C 0.71512 1.41155 0.50451 -1.4 -0.1 -0.1
C 1.37726 0.46077 -0.49926 -1.2 0.5 0.2
N 1.41863 -0.89514 0.07260 0.3 -0.2 -0.8
H -1.54394 3.35037 -2.00901 -0.2 -0.2 -0.1
H -0.31108 3.29510 -1.00484 0.0 -0.2 0.0
H -1.47231 0.75487 -1.48632 -0.3 -0.2 0.2
H -2.61691 1.86547 -0.74320 0.0 -0.2 0.5
H -1.26074 1.86196 1.32317 0.2 0.5 -0.3
H -1.14142 0.29672 0.76942 0.2 0.0 -0.3
H 0.94672 1.14297 1.53219 0.6 0.1 0.0
H 0.92667 2.46499 0.35697 0.6 0.0 -0.1
H 0.72293 0.48617 -1.37927 0.3 0.1 -0.2
H 2.34601 0.82915 -0.82342 0.3 -0.3 0.3
H 1.62498 -1.51823 -0.71285 0.1 0.0 0.4
H 0.47157 -1.15699 0.33260 0.0 0.1 0.1
O -0.20937 -5.49626 1.69001 0.1 -0.1 -0.1
H 0.74275 -5.52201 1.82758 0.0 0.1 0.1
H -0.33988 -6.07167 0.92897 -0.1 0.0 0.0
```
Forces are in eV/Å.

## Properties
- Energy above the lowest of the compared OMol25 structures with the same formula, charge and spin: 137.3 kJ/mol
- Calculated total energy: -9402.184 eV

Atom charges from the Mulliken analysis, given in e for atoms 1 to 8:
1. N -0.515
2. C -0.615
3. C -0.546
4. C -0.794
5. C -0.359
6. N -0.679
7. H 0.262
8. H 0.152


Entry 4:
# C4H14N2O

A 2-piece molecular cluster, C4H14N2O overall in a non-equilibrium geometry (ωB97M-V with the def2-TZVPD basis set, OMol25).

XYZ file:
```
21
Properties=species:S:1:pos:R:3:forces:R:3
N -0.08547 -1.30715 2.14559 0.2 0.2 -0.5
C 0.45863 -1.08951 0.78257 3.6 -1.8 0.5
C -0.30429 -1.59563 -0.40600 -1.0 0.2 -0.3
C -1.68533 -0.90190 -0.48531 1.9 0.8 -0.9
C -1.52112 0.64695 -0.48726 -1.8 -0.9 -0.3
N -0.61228 1.21915 -1.49887 -1.2 -0.6 -1.6
H 0.71249 -1.14788 2.75397 -0.2 0.6 0.2
H -0.11863 -2.31409 2.23437 -0.6 -0.4 -0.1
H 0.93928 -0.11905 0.62166 -1.1 0.5 0.2
H 1.44141 -1.67876 0.77178 -0.9 0.3 -0.3
H -0.56067 -2.66306 -0.36542 0.6 0.0 0.2
H 0.38420 -1.44228 -1.27858 -1.0 0.0 0.5
H -2.23355 -1.24775 -1.37456 0.1 0.3 0.1
H -2.27161 -1.19088 0.36967 -0.2 0.0 0.5
H -1.23824 1.03291 0.49015 -0.2 -0.1 0.1
H -2.57682 0.88438 -0.73319 0.4 0.8 0.5
H -1.17668 1.95445 -1.93549 0.6 0.8 0.7
H -0.74706 0.62155 -2.33236 0.8 -0.5 0.5
O 3.44262 3.47608 0.15553 -1.6 -0.2 -0.7
H 3.92741 2.68456 -0.10656 0.6 0.9 0.7
H 3.82569 4.17793 0.67831 1.0 -0.7 0.0
```
Forces are in eV/Å.

## Properties
- Energy above the lowest of the compared OMol25 structures with the same formula, charge and spin: 208.6 kJ/mol
- Calculated total energy: -9401.444 eV

Atom charges from the Mulliken analysis, given in e for atoms 1 to 8:
1. N -0.692
2. C -0.708
3. C -0.533
4. C -0.746
5. C -0.639
6. N -0.606
7. H 0.274
8. H 0.266


Entry 5:
# C4H14N2O

A 2-piece molecular cluster, C4H14N2O overall in a non-equilibrium geometry (ωB97M-V with the def2-TZVPD basis set, OMol25).

XYZ file:
```
21
Properties=species:S:1:pos:R:3:forces:R:3
C 1.82644 -0.48849 0.18454 -0.4 0.8 0.0
N 0.73634 0.15247 -0.57600 -0.1 -0.7 0.0
C -0.36553 0.56581 0.27670 -0.4 0.4 0.2
C -1.05733 -0.50915 1.12390 0.1 -0.2 -0.2
C -2.12878 0.10826 2.01097 -0.2 0.7 -0.7
N -1.56226 -1.52980 0.20557 0.0 -0.2 -0.4
H 1.86874 -0.01043 1.15742 0.0 -0.1 0.3
H 1.64692 -1.55649 0.32063 0.4 0.0 0.0
H 2.77467 -0.22870 -0.27985 0.1 -0.6 -0.2
H 0.35153 -0.56983 -1.18401 0.1 0.2 0.0
H -0.04950 1.38758 0.92604 0.2 -0.1 0.0
H -1.14291 0.99051 -0.36260 0.0 0.1 -0.1
H -0.30291 -0.98677 1.75606 0.0 -0.1 0.1
H -2.79716 -0.64384 2.42003 0.1 -0.1 0.3
H -2.74679 0.79313 1.41172 0.0 -0.2 0.0
H -1.69775 0.74825 2.77457 0.1 -0.2 0.4
H -2.28647 -2.12126 0.58950 0.1 0.0 0.3
H -1.96063 -1.13213 -0.63758 0.0 0.2 0.1
O 2.23497 1.57132 -2.92952 0.1 0.0 -0.2
H 3.04523 1.61228 -2.41250 -0.1 0.0 0.0
H 1.62880 1.03074 -2.40479 0.0 0.2 0.3
```
Forces are in eV/Å.

## Properties
- Energy above the lowest of the compared OMol25 structures with the same formula, charge and spin: 104.0 kJ/mol
- Calculated total energy: -9402.529 eV

Atom charges from the Mulliken analysis, given in e for atoms 1 to 8:
1. C -0.965
2. N -0.259
3. C -1.391
4. C 0.721
5. C -1.439
6. N -0.583
7. H 0.356
8. H 0.317


Entry 6:
# C4H14N2O

A 2-piece molecular cluster, C4H14N2O overall in a non-equilibrium geometry (ωB97M-V with the def2-TZVPD basis set, OMol25).

XYZ file:
```
21
Properties=species:S:1:pos:R:3:forces:R:3
N -0.05577 1.88457 -1.32221 -0.2 -0.2 0.6
C -0.06168 1.11744 -0.04787 -0.3 0.5 -0.6
C 1.23279 0.39680 0.20617 0.1 0.8 -0.4
C 1.53246 -0.77502 -0.74029 0.1 1.1 0.6
C 0.37042 -1.72006 -0.91801 0.2 -0.4 -0.3
N -0.05579 -2.25138 0.35763 0.2 0.1 -0.6
H -0.81433 2.55383 -1.24444 0.1 0.0 -0.4
H -0.29045 1.26844 -2.08925 0.0 0.0 -0.2
H -0.90222 0.42007 0.00369 -0.1 -0.1 0.1
H -0.20367 1.85579 0.73779 0.0 0.1 0.2
H 2.01194 1.16228 0.10320 0.1 -0.2 0.0
H 1.21451 0.14661 1.25301 0.1 -0.6 0.4
H 2.33388 -1.27879 -0.25987 1.0 -0.9 0.3
H 1.97344 -0.36693 -1.65445 -0.5 -0.3 -0.2
H -0.39742 -1.16243 -1.44637 -0.6 -0.2 0.2
H 0.65428 -2.54625 -1.58189 0.1 0.2 -0.2
H 0.68126 -2.39958 1.01542 -0.2 0.0 0.4
H -1.01015 -2.29213 0.64243 0.0 0.1 0.1
O -2.55735 1.00769 2.50767 -0.3 0.4 -0.2
H -3.29496 1.54926 2.81303 0.0 -0.2 0.3
H -2.36117 1.42976 1.66462 0.3 -0.2 -0.1
```
Forces are in eV/Å.

## Properties
- Energy above the lowest of the compared OMol25 structures with the same formula, charge and spin: 133.0 kJ/mol
- Calculated total energy: -9402.229 eV

Atom charges from the Mulliken analysis, given in e for atoms 1 to 8:
1. N -0.698
2. C -0.450
3. C -0.681
4. C -0.836
5. C -0.498
6. N -0.426
7. H 0.238
8. H 0.247


Entry 7:
# C4H14N2O

A 2-piece molecular cluster, C4H14N2O overall in a non-equilibrium geometry (ωB97M-V with the def2-TZVPD basis set, OMol25).

XYZ file:
```
21
Properties=species:S:1:pos:R:3:forces:R:3
C -1.05243 0.48614 -2.23754 0.5 -0.5 0.9
C -1.16850 -0.94444 -1.64688 0.1 0.9 -1.5
C -0.95919 -0.98792 -0.14908 -0.2 -0.6 -0.6
N 0.40501 -0.65341 0.21644 0.0 0.7 0.4
C 0.57352 -0.57951 1.65565 0.3 -1.3 0.3
N 1.88896 0.03890 1.94991 -1.2 0.0 -0.3
H -1.72345 1.19725 -1.76617 -0.3 0.0 0.0
H -0.04587 0.81722 -1.98977 0.1 0.3 -0.3
H -1.15980 0.51344 -3.31601 -0.1 -0.1 -0.1
H -0.40974 -1.49806 -2.20446 0.1 -0.4 0.4
H -2.12640 -1.36929 -1.94805 -0.1 -0.1 0.3
H -1.72343 -0.32318 0.27919 0.1 0.0 0.4
H -1.15353 -2.01511 0.17044 -0.1 0.1 0.3
H 0.61529 0.28214 -0.12169 0.0 -0.1 -0.2
H 0.60291 -1.60409 2.04578 -0.2 -0.2 -0.2
H -0.28286 -0.14516 2.18419 0.2 0.8 0.0
H 2.51372 -0.56905 1.42906 0.4 0.3 0.2
H 2.05761 -0.08593 2.94083 0.3 0.0 0.0
O 0.87472 2.39577 0.48355 0.0 0.0 0.4
H 1.10794 3.26037 0.83779 -0.1 0.0 -0.2
H 1.16551 1.78392 1.18683 0.3 0.0 -0.2
```
Forces are in eV/Å.

## Properties
- Energy above the lowest of the compared OMol25 structures with the same formula, charge and spin: 99.1 kJ/mol
- Calculated total energy: -9402.579 eV

Atom charges from the Mulliken analysis, given in e for atoms 1 to 8:
1. C -1.178
2. C -0.546
3. C -0.469
4. N -0.292
5. C -0.715
6. N -0.611
7. H 0.314
8. H 0.304


Entry 8:
# C4H14N2O

C4H14N2O as an isolated structure in a non-equilibrium geometry (ωB97M-V with the def2-TZVPD basis set, OMol25).

XYZ file:
```
21
Properties=species:S:1:pos:R:3:forces:R:3
C -1.64389 -0.50946 0.35903 -0.3 -0.1 -1.4
C -1.42330 -1.51521 -0.76101 0.3 0.1 0.2
C -2.76806 0.47400 0.05786 0.3 0.1 0.1
N 0.11725 0.45482 0.39443 -2.9 -2.7 1.8
H -1.90357 -1.07192 1.26502 0.4 0.2 0.2
H -0.78757 0.16190 1.16096 2.0 1.6 -1.4
H -0.12802 1.13822 -0.32870 -0.7 0.1 0.5
H -3.72001 -0.05047 -0.05167 0.0 -0.1 0.0
H -0.60716 -2.19862 -0.52087 0.0 0.1 0.0
H -1.19097 -1.01029 -1.69888 0.1 0.0 0.1
H -2.32057 -2.11729 -0.92695 -0.1 0.0 0.1
H -2.87990 1.19357 0.86969 0.0 0.1 -0.1
H -2.57287 1.01438 -0.87085 0.0 0.0 0.1
C 3.08468 0.51332 0.43187 -0.3 0.4 0.2
N 2.91207 -0.14762 -0.81454 0.0 -0.3 -0.1
O 2.09357 1.54846 0.64245 1.1 0.5 0.2
H 1.68478 1.44390 1.51272 0.1 -0.1 -0.4
H 2.98049 0.49797 -1.59189 0.0 0.0 0.1
H 2.00170 -0.59873 -0.82853 0.1 0.2 -0.1
H 3.00917 -0.22111 1.23911 0.1 0.1 -0.1
H 4.06219 1.00018 0.46073 0.0 -0.1 0.0
```
Forces are in eV/Å.

## Properties
- Energy above the lowest of the compared OMol25 structures with the same formula, charge and spin: 497.5 kJ/mol
- Calculated total energy: -9398.451 eV

Atom charges from the Mulliken analysis, given in e for atoms 1 to 8:
1. C 0.159
2. C -1.211
3. C -1.245
4. N -0.410
5. H 0.261
6. H 0.200
7. H 0.211
8. H 0.380


Entry 9:
# C4H14N2O

A 2-piece molecular cluster, C4H14N2O overall in a non-equilibrium geometry (ωB97M-V with the def2-TZVPD basis set, OMol25).

XYZ file:
```
21
Properties=species:S:1:pos:R:3:forces:R:3
C 0.39085 0.15642 -2.77400 -1.5 1.8 -1.3
C -0.63882 -0.05585 -1.66594 1.5 -1.7 1.3
N -0.85062 1.05461 -0.78997 -1.2 1.4 -0.2
C -0.21444 1.45209 0.42784 0.9 -0.3 1.6
C -0.82709 0.85689 1.76393 -0.1 0.0 -0.8
N -0.79740 -0.61636 1.58533 0.0 0.1 0.4
H -0.04837 0.86175 -3.53670 0.5 0.0 0.8
H 0.56731 -0.67509 -3.44168 0.4 -0.8 0.5
H 1.27775 0.62806 -2.34799 0.1 -0.3 -0.3
H -0.20590 -0.83225 -1.01582 -0.2 0.0 -0.1
H -1.58613 -0.49551 -1.99457 0.1 0.3 -0.3
H -1.44153 1.76725 -1.18332 0.1 0.1 0.1
H -0.15225 2.54536 0.52531 -0.4 -0.1 -0.3
H 0.85132 1.17770 0.50527 -0.1 -0.3 -0.5
H -0.30940 1.16658 2.68627 0.5 0.0 -0.5
H -1.81369 1.30380 1.95628 -0.2 -0.7 -0.5
H -1.62387 -1.14206 1.83736 -0.2 0.4 0.0
H -0.04138 -1.02919 2.11936 -0.1 0.2 0.0
O 2.60751 -2.76093 1.44161 0.1 0.0 -0.8
H 1.77830 -2.34075 1.67199 0.0 0.0 0.3
H 3.07786 -3.02254 2.22947 -0.1 0.1 0.4
```
Forces are in eV/Å.

## Properties
- Energy above the lowest of the compared OMol25 structures with the same formula, charge and spin: 193.3 kJ/mol
- Calculated total energy: -9401.604 eV

Atom charges from the Mulliken analysis, given in e for atoms 1 to 8:
1. C -1.021
2. C -0.459
3. N -0.167
4. C -0.724
5. C -0.483
6. N -0.452
7. H 0.260
8. H 0.351


Entry 10:
# C4H14N2O

A 3-piece molecular cluster, C4H14N2O overall in a non-equilibrium geometry (ωB97M-V with the def2-TZVPD basis set, OMol25).

XYZ file:
```
21
Properties=species:S:1:pos:R:3:forces:R:3
C 0.77734 0.79723 -1.52947 -0.1 0.9 0.1
N -0.10367 1.94967 -1.39723 0.1 0.9 0.6
C 0.70753 -1.85594 0.02850 1.5 -0.7 2.7
C 0.01600 -1.58471 1.33998 0.0 0.0 -0.6
C -0.98640 -0.49227 1.03594 -1.7 -0.6 0.0
N -1.71406 -1.02758 -0.18417 2.7 -0.5 0.7
H 0.31795 0.05958 -2.19875 0.3 -0.1 -0.1
H 0.86784 0.38783 -0.53933 0.2 0.0 0.2
H 1.80403 1.02418 -1.85946 -0.3 -0.1 -0.1
H -0.08046 2.30935 -0.37890 -0.1 -1.0 -0.4
H 1.61170 -1.28479 -0.16103 -0.5 0.5 -0.7
H 0.89308 -2.90918 -0.15093 -0.6 -0.2 -0.9
H -0.49367 -2.49405 1.66156 -0.1 0.1 0.0
H 0.69077 -1.26284 2.14466 0.2 0.1 -0.3
H -1.69000 -0.45018 1.87619 -0.1 0.6 -0.3
H -0.53543 0.47480 0.81488 0.1 0.2 0.7
H -2.05970 -0.24024 -0.73489 0.2 0.0 -0.1
H -0.75778 -1.49401 -0.61113 -1.9 0.5 -0.6
H 0.29855 3.12789 1.50898 -0.1 -0.7 0.1
H 0.24194 2.76654 -1.89362 -0.1 -0.4 -0.6
O 0.19444 2.19873 1.22821 0.2 0.6 -0.2
```
Forces are in eV/Å.

## Properties
- Energy above the lowest of the compared OMol25 structures with the same formula, charge and spin: 841.2 kJ/mol
- Calculated total energy: -9394.888 eV

Atom charges from the Mulliken analysis, given in e for atoms 1 to 8:
1. C -0.565
2. N -0.594
3. C -0.642
4. C -0.350
5. C -0.077
6. N -0.477
7. H 0.292
8. H -0.025